Below is a molecular structure, C63H86AsBrGe2N4O4PSTeTl, with properties calculated with ωB97M-V with the def2-TZVPD basis set.

Positions of all 165 atoms, in Å:
Tl 0.5029 -0.6766 -0.0964
C -4.6458 -2.7357 -3.7856
C -4.1001 -2.2430 -2.4448
Ge -2.7573 -0.8236 -2.8263
C -1.1727 -1.4494 -3.9000
C -1.1867 -0.8089 -5.2848
C -3.5757 0.7726 -3.6431
C -3.6373 1.8427 -2.8490
Ge -2.7130 1.4966 -1.0748
C -3.4462 1.9692 0.7362
C -3.0587 3.3747 1.1899
C -0.8672 2.2956 -1.2146
C -0.9790 3.7160 -1.7779
C -4.2005 3.1572 -3.1586
C -4.2193 3.6462 -4.4680
C -4.8059 4.8684 -4.7459
C -5.3715 5.6252 -3.7279
C -5.3450 5.1570 -2.4222
C -4.7613 3.9338 -2.1425
H -5.3985 -3.5080 -3.6244
H -3.8525 -3.1638 -4.4018
H -5.1190 -1.9261 -4.3431
H -3.6144 -3.0484 -1.8918
H -4.8862 -1.8146 -1.8225
H -1.2621 -2.5347 -3.9610
H -0.2507 -1.2262 -3.3600
H -2.0992 -1.0622 -5.8256
H -0.3433 -1.1643 -5.8790
H -1.1234 0.2791 -5.2217
H -3.9649 0.7793 -4.6589
H -3.0218 1.2255 1.4113
H -4.5288 1.8419 0.7079
H -1.9759 3.4832 1.2761
H -3.4903 3.5655 2.1737
H -3.4332 4.1420 0.5124
H -0.2529 1.6707 -1.8653
H -0.4046 2.3151 -0.2222
H -1.4411 3.7195 -2.7654
H 0.0086 4.1747 -1.8610
H -1.5823 4.3516 -1.1289
H -3.7687 3.0702 -5.2666
H -4.8253 5.2356 -5.7633
H -5.8259 6.5798 -3.9553
H -5.7837 5.7422 -1.6249
H -4.7631 3.5505 -1.1275
C 5.0670 8.0616 -1.2955
C 4.5390 6.7369 -0.8348
C 4.4904 6.4154 0.5153
C 4.0088 5.1976 0.9807
C 4.0184 4.9493 2.4641
C 3.5477 4.2730 0.0306
Te 2.8892 2.3170 0.5195
N 1.4999 2.9510 1.8142
C 0.9430 2.0456 2.5338
O 1.2115 0.7397 2.3156
C -0.0201 2.4201 3.5807
C -0.7957 1.4620 4.2377
C -1.7039 1.8512 5.2071
C -1.8581 3.1953 5.5209
C -1.0880 4.1534 4.8742
C -0.1707 3.7692 3.9131
C 4.4534 1.8074 1.8602
C 4.2159 1.6904 3.2212
C 5.2341 1.2829 4.0637
C 6.4809 0.9772 3.5363
C 6.7152 1.1180 2.1803
C 5.7111 1.5488 1.3136
C 6.0434 1.7979 -0.1336
C 3.5781 4.5709 -1.3421
C 3.1046 3.5927 -2.3926
C 4.0754 5.7962 -1.7499
H 5.3590 8.6812 -0.4509
H 4.3103 8.5938 -1.8729
H 5.9339 7.9270 -1.9436
H 4.8474 7.1396 1.2378
H 4.0535 5.8965 2.9994
H 4.9016 4.3773 2.7525
H 3.1303 4.4090 2.7812
H -0.6992 0.4143 3.9804
H -2.3045 1.1125 5.7218
H -2.5762 3.4946 6.2725
H -1.2050 5.2001 5.1191
H 0.4398 4.5070 3.4108
H 3.2543 1.9675 3.6331
H 5.0607 1.2225 5.1311
H 7.2813 0.6565 4.1898
H 7.7003 0.9118 1.7798
H 6.7042 1.0245 -0.5229
H 6.5571 2.7565 -0.2344
H 5.1516 1.8388 -0.7629
H 2.1975 3.0724 -2.0789
H 3.8784 2.8482 -2.6084
H 2.8875 4.1138 -3.3232
H 4.1052 6.0261 -2.8089
C -8.5526 -2.7737 2.3225
C -7.1242 -2.5873 1.9092
C -6.5061 -1.3391 2.0044
C -5.1812 -1.1653 1.6454
C -4.4603 -2.2513 1.1725
C -5.0633 -3.4966 1.0397
C -6.3872 -3.6604 1.4072
S -2.7117 -2.1979 0.8134
C -2.1551 -1.7090 2.4686
O -2.4224 -0.9684 -0.0472
H -8.9190 -1.9219 2.8913
H -8.6676 -3.6726 2.9274
H -9.1900 -2.8932 1.4444
H -7.0731 -0.4942 2.3744
H -4.7114 -0.1924 1.7180
H -4.4917 -4.3324 0.6512
H -6.8579 -4.6303 1.3079
H -2.4762 -0.6842 2.6499
H -1.0675 -1.7978 2.4872
H -2.6053 -2.3835 3.1951
C -1.1524 -5.3466 -2.6534
As -0.4844 -3.9586 -1.4327
C 1.4117 -4.1419 -1.9287
C -0.4673 -5.0393 0.2492
C -0.0097 -6.4544 0.0932
C -0.9351 -7.4852 -0.0596
C -0.5206 -8.7985 -0.2180
C 0.8319 -9.1076 -0.2296
C 1.7651 -8.0950 -0.0695
C 1.3451 -6.7821 0.0856
H -0.6082 -6.2762 -2.4963
H -1.0133 -5.0296 -3.6869
H -2.2145 -5.5300 -2.4888
H 1.6930 -5.1917 -2.0015
H 2.0440 -3.6469 -1.1883
H 1.5846 -3.6722 -2.8982
H -1.4845 -5.0263 0.6380
H 0.1667 -4.4802 0.9410
H -1.9953 -7.2564 -0.0466
H -1.2541 -9.5864 -0.3260
H 1.1537 -10.1307 -0.3671
H 2.8221 -8.3294 -0.0612
H 2.0788 -5.9900 0.1940
N 1.8391 -0.9757 4.6294
C 1.7010 -2.4251 4.4413
P 2.3265 -2.7576 2.7459
O 3.6941 -2.1302 2.5788
O 1.2594 -2.4520 1.7348
C 2.7972 -4.5814 2.6968
N 4.2648 -4.5876 2.4050
H 2.8314 -0.7485 4.6094
H 1.4731 -0.6868 5.5310
H 1.2703 0.1755 3.1717
H 0.6486 -2.7060 4.4902
H 2.2563 -3.0018 5.1863
H 2.2335 -5.0677 1.9055
H 2.5840 -5.0933 3.6319
H 4.8185 -5.0620 3.1129
H 4.4740 -3.4999 2.4033
H 4.4977 -4.9793 1.4963
Br 3.7910 -1.1797 -0.6031
C 3.4607 -0.5169 -2.3721
C 4.4260 -0.6929 -3.3480
C 4.1443 -0.2074 -4.6160
C 2.9276 0.4186 -4.8439
C 2.0419 0.5414 -3.7888
N 2.3039 0.0861 -2.5594
H 5.3575 -1.1913 -3.1214
H 4.8686 -0.3149 -5.4122
H 2.6766 0.8064 -5.8211
H 1.0829 1.0281 -3.9270

Properties
Calculated total energy (Ha): -13115.0897
Relative energy (zero: lowest compared OMol25 entry of this formula, charge and spin) (kJ/mol): 0.0
Net charge: +3
Highest occupied orbital energy (alpha / beta) (eV): -13.8 / -13.9
Spin multiplicity: 2
Maximum force (eV/A): 1.31
E_LUMO (alpha / beta) (eV): -6.18 / -8.04
Gap between HOMO and LUMO (alpha / beta) (Eh): 0.2818 / 0.2167